62
Properties=species:S:1:pos:R:3:mulliken_charge:R:1 method="wB97M-V/def2-TZVPD" gap_ev=8.51 de_lowest_kcal_mol=5.1 e_homo_ev=-7.855 total_energy_ev=-55164.5537
C -3.5162 -3.0645 3.5335 -1.520
C -2.6901 -3.4527 2.3445 0.901
C -2.6971 -2.6906 1.1893 -0.508
C -1.9332 -3.0651 0.0853 0.358
C -1.1504 -4.2157 0.1415 -0.774
C -1.1422 -4.9779 1.2941 -0.758
C -1.9055 -4.6024 2.3853 -0.508
H -1.8935 -5.2048 3.2827 0.422
H -0.5366 -5.8714 1.3435 0.399
H -0.5566 -4.5011 -0.7133 0.535
C -1.9627 -2.2502 -1.1071 0.472
N -2.6635 -1.1683 -1.2892 -0.440
C -2.3630 -0.7473 -2.5539 0.486
C -1.4707 -1.6256 -3.1100 1.013
O -1.2258 -2.5855 -2.1880 -0.442
C -0.8298 -1.6948 -4.4466 -1.707
H -1.4807 -2.2106 -5.1545 0.434
H 0.1044 -2.2457 -4.3767 0.314
H -0.6369 -0.6913 -4.8169 0.328
C -2.9274 0.4962 -3.1038 -1.393
H -3.7719 0.8253 -2.5032 0.530
H -3.2167 0.3915 -4.1485 0.455
S -1.7107 1.9139 -3.0893 0.307
O -0.7136 1.5992 -4.1272 -0.632
C -0.9152 1.5569 -1.4575 -1.430
C 0.0622 0.3944 -1.3842 0.618
O 0.0531 -0.3859 -0.4510 -0.652
N 0.9580 0.3651 -2.3818 0.436
H 0.8544 1.0119 -3.1536 0.192
C 2.0585 -0.5643 -2.3948 -0.669
C 3.3647 0.0899 -1.9330 -1.059
C 3.2620 0.6472 -0.5187 -0.564
H 2.6237 0.0157 0.0990 0.296
H 4.2513 0.7306 -0.0653 0.487
S 2.5464 2.3339 -0.5102 -0.198
C 2.3499 2.5589 1.3045 0.172
C 2.5980 4.0157 1.6700 -0.931
C 2.4690 4.2013 3.1805 -0.708
C 1.0945 3.7471 3.6637 -0.668
C 0.8436 2.2930 3.2739 -1.012
C 0.9663 2.1208 1.7620 -0.224
H 0.2178 2.7427 1.2651 0.122
H 0.7776 1.0832 1.4793 0.189
H -0.1517 1.9835 3.5972 0.381
H 1.5725 1.6504 3.7737 0.378
H 1.0271 3.8597 4.7478 0.361
H 0.3264 4.3796 3.2127 0.304
H 2.6278 5.2510 3.4351 0.349
H 3.2417 3.6143 3.6832 0.328
H 3.5919 4.3180 1.3342 0.372
H 1.8670 4.6433 1.1552 0.331
H 3.1183 1.9290 1.7620 0.438
H 4.1535 -0.6649 -1.9618 0.425
H 3.6373 0.8949 -2.6190 0.353
H 2.1847 -0.9585 -3.4067 0.439
H 1.7998 -1.3833 -1.7169 0.322
H -0.3585 2.4655 -1.2179 0.564
H -1.7131 1.4092 -0.7326 0.534
H -3.2890 -1.7917 1.1194 0.419
H -3.9678 -2.0870 3.3886 0.364
H -2.9029 -3.0389 4.4327 0.359
H -4.3108 -3.7931 3.6935 0.312